Computed, not measured: a structure of composition C15H40F10HfN2O23PS9 at a distorted geometry, with ωB97M-V/def2-TZVPD.

Last column: Löwdin charge in e.
Atoms and positions in Å:
Hf: 1.023 -2.831 1.837  2.2304
P: -0.613 -0.119 -0.493  0.2215
F: 0.519 -0.990 -1.261  -0.1665
F: 0.579 0.675 0.264  -0.1520
F: -0.664 0.963 -1.747  -0.1524
F: -1.669 0.830 0.230  -0.1045
F: -1.714 -1.038 -1.198  -0.1105
F: -0.576 -1.159 0.781  -0.2119
N: -0.903 -2.784 3.003  -0.4184
S: -2.429 -3.159 2.837  0.4670
O: -3.320 -2.041 2.817  -0.1743
O: -2.884 -4.470 3.172  -0.1926
F: -2.259 -3.381 1.249  -0.2158
S: -1.191 -2.347 4.669  0.6118
O: -1.714 -3.349 5.555  -0.1708
O: -1.406 -0.964 4.966  -0.2065
F: 0.396 -2.533 4.957  -0.2180
N: 2.600 -4.063 0.877  -0.4097
S: 3.233 -4.196 -0.624  0.4974
O: 2.988 -5.412 -1.341  -0.1738
O: 4.398 -3.406 -0.807  -0.2009
F: 2.181 -3.141 -1.260  -0.2227
S: 3.530 -5.458 1.291  0.5729
O: 4.902 -5.611 0.863  -0.1719
O: 2.689 -6.590 1.464  -0.2003
F: 3.742 -4.970 2.804  -0.1842
O: 4.787 -0.765 0.680  -0.2207
S: 3.478 -0.440 0.178  0.6911
O: 2.422 -1.299 0.717  -0.4323
O: 3.119 1.037 0.659  -0.2838
C: 4.072 2.096 0.532  -0.2485
C: 3.246 3.362 0.524  -0.0571
C: 3.393 -0.210 -1.629  -0.0400
H: 4.871 2.097 -0.211  0.1323
H: 4.673 2.196 1.443  0.1275
H: 2.451 3.248 -0.218  0.0718
H: 3.774 4.252 0.175  0.0916
H: 2.850 3.649 1.496  0.0795
H: 3.567 -1.172 -2.110  0.0687
H: 4.066 0.545 -2.023  0.0920
H: 2.343 0.016 -1.813  0.0612
O: -0.077 -3.605 -0.188  -0.4322
S: -0.647 -4.510 -1.202  0.7048
O: -0.082 -5.816 -1.436  -0.2176
O: -2.240 -4.615 -0.926  -0.2767
C: -3.020 -5.679 -1.474  -0.2305
C: -4.490 -5.251 -1.450  -0.0388
C: -0.727 -3.539 -2.695  -0.0736
H: -2.920 -6.601 -0.902  0.1312
H: -2.666 -5.813 -2.499  0.1227
H: -4.914 -5.065 -0.467  0.0873
H: -5.031 -6.076 -1.921  0.0902
H: -4.695 -4.413 -2.117  0.0743
H: 0.227 -3.019 -2.796  0.0665
H: -1.579 -2.872 -2.649  0.0663
H: -0.677 -4.170 -3.583  0.0943
O: 2.319 1.336 3.248  -0.2258
S: 1.111 0.604 3.530  0.7199
O: 0.960 -0.731 2.942  -0.4390
O: 1.004 0.430 5.147  -0.2435
C: 1.216 1.630 5.932  -0.2601
C: 0.967 1.354 7.392  -0.0519
C: -0.377 1.589 3.141  -0.0414
H: 0.576 2.468 5.651  0.1163
H: 2.237 2.011 5.878  0.1257
H: -0.099 1.197 7.560  0.0878
H: 1.270 2.283 7.879  0.0945
H: 1.516 0.526 7.835  0.0905
H: -1.207 0.984 3.518  0.0714
H: -0.606 1.744 2.090  0.0607
H: -0.364 2.459 3.792  0.0726
O: -4.869 1.187 -2.833  -0.2764
S: -4.963 0.648 -4.158  0.6196
O: -6.148 0.809 -4.974  -0.2797
O: -3.731 1.169 -5.081  -0.2413
C: -2.399 0.904 -4.635  -0.3025
C: -1.399 1.940 -5.055  -0.0489
C: -4.668 -1.133 -4.080  -0.1196
H: -2.159 -0.113 -4.968  0.1144
H: -2.415 0.770 -3.548  0.0889
H: -0.400 1.647 -4.716  0.0786
H: -1.518 2.943 -4.656  0.0750
H: -1.268 1.852 -6.136  0.0854
H: -3.700 -1.310 -3.608  0.0376
H: -4.663 -1.507 -5.100  0.0755
H: -5.378 -1.620 -3.415  0.0706
O: -0.781 5.316 -3.398  -0.2669
S: 0.159 5.317 -2.303  0.6429
O: 1.531 4.808 -2.424  -0.3218
O: 0.261 6.859 -1.788  -0.2713
C: 1.438 7.205 -0.999  -0.2594
C: 1.044 8.447 -0.245  -0.0656
C: -0.475 4.588 -0.783  -0.1063
H: 2.320 7.271 -1.630  0.1236
H: 1.575 6.398 -0.277  0.0910
H: 0.391 8.195 0.586  0.0816
H: 0.577 9.213 -0.867  0.0868
H: 1.929 9.006 0.072  0.0837
H: 0.295 4.776 -0.042  0.0470
H: -0.658 3.519 -0.907  0.0547
H: -1.466 4.985 -0.567  0.0804

**Gap between HOMO and LUMO**: 0.20284 Ha
**2S+1**: 1
**Total charge**: +1
**HOMO energy**: -12.51 eV



Computed, not measured: a structure of composition C15H40FO5Zn at a distorted geometry, with ωB97M-V/def2-TZVPD.

Last column: natural (NBO) charge in e.
Atoms and positions in Å:
Zn: -0.932 -1.039 1.286  1.7630
F: 0.145 0.111 0.219  -0.8984
C: 1.579 3.740 0.466  -0.6299
C: 0.053 3.673 0.289  0.1028
C: -0.315 3.386 -1.184  -0.6322
O: -0.428 2.569 1.069  -0.7975
H: 2.027 2.827 0.069  0.2109
H: 1.846 3.827 1.517  0.2207
H: 1.934 4.601 -0.103  0.2125
H: -0.381 4.652 0.490  0.1873
H: -1.391 3.481 -1.340  0.2111
H: -0.100 2.347 -1.448  0.1985
H: 0.244 4.075 -1.818  0.2183
H: 0.006 1.784 0.683  0.5055
C: -4.031 -0.143 3.162  -0.6402
C: -2.998 0.971 3.049  0.0896
C: -2.348 1.175 4.413  -0.6389
O: -1.980 0.607 2.095  -0.8574
H: -4.378 -0.455 2.170  0.2041
H: -4.957 0.237 3.598  0.2465
H: -3.715 -1.012 3.736  0.2137
H: -3.466 1.884 2.676  0.1991
H: -3.042 1.553 5.164  0.2362
H: -1.535 1.903 4.320  0.2247
H: -1.876 0.278 4.820  0.2087
H: -1.507 1.454 1.920  0.5516
C: 4.614 1.782 -1.391  -0.6274
C: 3.279 1.083 -1.450  0.0997
C: 3.289 -0.065 -2.469  -0.6219
O: 3.012 0.565 -0.155  -0.7587
H: 4.551 2.582 -0.656  0.2225
H: 4.970 2.120 -2.365  0.2190
H: 5.372 1.038 -1.132  0.2139
H: 2.450 1.751 -1.722  0.1544
H: 3.290 0.318 -3.491  0.2168
H: 2.346 -0.611 -2.357  0.1844
H: 4.133 -0.725 -2.277  0.2086
H: 2.101 0.265 -0.054  0.4879
C: 2.482 -2.653 0.517  -0.6486
C: 1.234 -3.005 -0.251  0.1086
C: 1.128 -4.465 -0.715  -0.6309
O: 0.072 -2.782 0.627  -0.8389
H: 3.358 -2.628 -0.129  0.2511
H: 2.683 -3.350 1.335  0.2125
H: 2.347 -1.648 0.913  0.2346
H: 1.089 -2.355 -1.112  0.2037
H: 2.086 -4.691 -1.184  0.2372
H: 0.335 -4.661 -1.434  0.2262
H: 0.919 -5.099 0.148  0.2086
H: 0.171 -3.306 1.435  0.4955
C: -2.473 -2.784 -2.093  -0.6380
C: -2.045 -1.435 -1.505  0.0918
C: -2.574 -0.293 -2.342  -0.6446
O: -2.479 -1.350 -0.127  -0.8274
H: -1.914 -2.878 -3.023  0.2301
H: -3.551 -2.927 -2.179  0.2176
H: -2.171 -3.591 -1.418  0.2140
H: -0.957 -1.440 -1.512  0.1956
H: -2.089 0.646 -2.059  0.2309
H: -3.637 -0.110 -2.154  0.2113
H: -2.430 -0.424 -3.411  0.2392
H: -3.445 -1.358 -0.126  0.5104

**Gap between HOMO and LUMO**: 0.28889 Ha
**ΔE to the lowest compared entry with this formula, charge and spin**: 0.0000 eV
**2S+1**: 1
**Total charge**: +1
**HOMO energy**: -12.15 eV



Computed, not measured: a structure of composition C15H40N2O5Y at a distorted geometry, with ωB97M-V/def2-TZVPD.

Last column: natural (NBO) charge in e.
Atoms and positions in Å:
Y: -0.096 0.630 0.261  2.1230
C: 2.750 -1.571 3.143  -0.6171
C: 2.769 -1.353 1.614  0.1273
C: 2.694 -2.660 0.813  -0.6312
O: 1.791 -0.365 1.312  -1.0201
H: 1.864 -2.071 3.534  0.1946
H: 2.953 -0.651 3.690  0.2104
H: 3.611 -2.224 3.285  0.2045
H: 3.680 -0.826 1.330  0.1427
H: 3.573 -3.241 1.094  0.2141
H: 2.745 -2.607 -0.274  0.2065
H: 1.869 -3.294 1.139  0.1986
C: -0.295 -3.363 -1.594  -0.6174
C: -1.439 -2.327 -1.586  0.1340
C: -2.686 -2.888 -0.891  -0.6200
O: -1.062 -1.140 -0.996  -1.0045
H: 0.512 -2.989 -2.224  0.1908
H: -0.607 -4.264 -2.122  0.2084
H: 0.000 -3.611 -0.574  0.1985
H: -1.680 -2.178 -2.638  0.1295
H: -3.506 -2.170 -0.907  0.1965
H: -2.474 -3.081 0.161  0.1862
H: -3.023 -3.793 -1.396  0.2103
C: -1.202 1.846 -2.931  -0.2637
O: -1.094 2.110 -1.475  -0.7729
H: -1.394 2.706 -3.572  0.1988
H: -0.405 1.234 -3.353  0.2176
H: -2.141 1.311 -3.071  0.2030
H: -1.399 3.009 -1.334  0.4945
C: -3.780 0.935 0.170  -0.6326
C: -3.082 1.134 1.529  -0.0653
C: -2.674 -0.168 2.321  -0.0691
O: -1.450 -0.667 1.791  -0.5910
C: -1.149 -1.966 2.304  -0.2579
N: -1.887 1.941 1.292  -0.8912
H: -3.154 0.469 -0.591  0.2475
H: -4.047 1.862 -0.338  0.2099
H: -4.646 0.296 0.342  0.2324
H: -3.850 1.650 2.104  0.2023
H: -3.463 -0.909 2.194  0.2084
H: -2.698 0.070 3.384  0.1913
H: -2.000 -2.556 2.645  0.1969
H: -0.501 -1.841 3.173  0.1970
H: -0.574 -2.615 1.643  0.2297
H: -2.244 2.861 1.074  0.3891
H: -1.686 2.169 2.255  0.3867
C: 2.690 4.258 -0.501  -0.6424
C: 1.752 3.133 -0.804  -0.0529
C: 2.410 1.826 -1.427  -0.0686
O: 1.435 0.809 -1.559  -0.5968
C: 2.020 -0.314 -2.266  -0.2831
N: 1.091 2.743 0.449  -0.8997
H: 3.478 3.805 0.101  0.2145
H: 2.305 5.162 -0.031  0.2326
H: 3.187 4.527 -1.433  0.2387
H: 0.942 3.485 -1.442  0.1981
H: 3.198 1.428 -0.788  0.2028
H: 2.891 2.023 -2.385  0.2048
H: 2.424 -0.202 -3.271  0.2016
H: 1.275 -1.064 -2.533  0.2376
H: 2.796 -0.805 -1.679  0.2065
H: 0.776 3.640 0.791  0.3824
H: 1.901 2.702 1.050  0.3971

**Gap between HOMO and LUMO**: 0.27703 Ha
**ΔE to the lowest compared entry with this formula, charge and spin**: 2.6763 eV
**2S+1**: 1
**Total charge**: +1
**HOMO energy**: -10.59 eV



Computed, not measured: a cluster of 3 separate species, C15H40O6PSi in total at a distorted geometry, with ωB97M-V/def2-TZVPD.

Last column: natural (NBO) charge in e.
Atoms and positions in Å:
C: 7.438 -2.988 3.442  -1.0929
Si: 6.651 -1.581 2.320  1.3171
C: 8.065 -0.986 1.146  -1.1209
C: 6.004 -0.085 3.360  -1.1174
P: 4.945 -2.523 1.295  0.2020
H: 6.636 -3.499 4.133  0.2566
H: 8.384 -2.614 4.021  0.2885
H: 7.775 -3.826 2.664  0.2474
H: 7.934 -1.308 0.024  0.2627
H: 9.097 -1.374 1.597  0.2808
H: 8.119 0.197 1.181  0.2748
H: 5.642 0.731 2.568  0.2566
H: 5.026 -0.391 3.964  0.2565
H: 6.808 0.415 4.053  0.2951
H: 4.590 -1.929 0.032  0.1282
H: 5.254 -3.947 1.124  0.1294
H: 3.819 -2.446 2.229  0.1252
C: 1.067 -4.095 1.869  -0.2474
O: 0.207 -2.984 2.070  -0.5330
C: 0.847 -1.744 1.771  -0.0913
C: -0.197 -0.666 1.466  -0.0912
O: -0.710 -0.749 0.131  -0.5467
C: -1.622 -1.827 -0.120  -0.0925
C: -3.003 -1.598 0.504  -0.1012
O: -2.978 -1.923 1.895  -0.5542
C: -4.021 -1.284 2.613  -0.2507
H: 1.945 -4.023 2.519  0.1395
H: 0.517 -5.007 2.116  0.2180
H: 1.375 -4.152 0.821  0.1614
H: 1.518 -1.857 0.908  0.1507
H: 1.431 -1.454 2.650  0.1598
H: 0.298 0.309 1.528  0.1870
H: -1.004 -0.658 2.201  0.2142
H: -1.192 -2.786 0.176  0.1936
H: -1.744 -1.855 -1.208  0.1936
H: -3.735 -2.256 0.024  0.1810
H: -3.301 -0.554 0.358  0.1846
H: -3.915 -0.196 2.546  0.1666
H: -3.940 -1.572 3.664  0.1959
H: -4.997 -1.595 2.232  0.1743
C: -6.821 3.536 -3.238  -0.2495
O: -5.514 3.037 -3.479  -0.5510
C: -4.973 3.515 -4.712  -0.0955
C: -3.445 3.430 -4.689  -0.0909
O: -2.837 4.515 -3.977  -0.5406
C: -2.948 4.461 -2.549  -0.0913
C: -2.035 3.405 -1.918  -0.0932
O: -2.628 2.109 -2.027  -0.5515
C: -1.667 1.070 -1.934  -0.2492
H: -7.505 3.220 -4.031  0.1687
H: -7.173 3.134 -2.285  0.1930
H: -6.804 4.628 -3.165  0.1664
H: -5.280 4.554 -4.888  0.1772
H: -5.366 2.879 -5.511  0.1727
H: -3.088 3.522 -5.720  0.1885
H: -3.093 2.466 -4.318  0.1936
H: -3.988 4.345 -2.236  0.1991
H: -2.618 5.445 -2.196  0.1877
H: -1.907 3.620 -0.852  0.1675
H: -1.058 3.423 -2.413  0.1725
H: -0.943 1.150 -2.751  0.1594
H: -2.186 0.113 -2.029  0.1800
H: -1.156 1.104 -0.968  0.1850

**Gap between HOMO and LUMO**: 0.24499 Ha
**2S+1**: 1
**Total charge**: +1
**HOMO energy**: -10.37 eV



Computed, not measured: a cluster of 2 separate species, C15H41BClN3O3P2 in total at a distorted geometry, with ωB97M-V/def2-TZVPD.

Last column: natural (NBO) charge in e.
Atoms and positions in Å:
C: 5.463 0.118 2.816  -0.6161
C: 5.942 -0.567 1.534  -0.4013
C: 5.308 -0.031 0.244  -0.4322
C: 3.788 0.159 0.247  -0.0801
O: 3.094 -0.936 -0.325  -0.8390
P: 2.501 -2.163 0.759  0.9344
C: 1.949 -3.665 1.873  -0.7587
C: 2.944 -4.803 1.703  -0.1622
C: 4.125 -4.727 2.680  -0.6333
Cl: 2.091 -6.394 1.968  -0.1106
B: 0.794 -1.336 1.101  0.7869
O: -0.185 -1.401 0.146  -0.9115
C: 0.548 -0.629 2.490  -0.8161
C: -0.767 0.169 2.594  -0.6106
H: 6.205 0.067 3.613  0.2141
H: 4.564 -0.375 3.198  0.1976
H: 5.209 1.167 2.653  0.2037
H: 5.849 -1.652 1.621  0.1941
H: 7.019 -0.387 1.455  0.2051
H: 5.508 -0.755 -0.551  0.2221
H: 5.814 0.887 -0.061  0.2038
H: 3.556 1.029 -0.373  0.1875
H: 3.400 0.395 1.247  0.1576
H: 3.576 -1.953 1.643  -0.0402
H: 2.618 -3.055 -0.321  -0.0234
H: 1.997 -3.338 2.914  0.2077
H: 0.945 -4.003 1.613  0.2270
H: 3.335 -4.862 0.687  0.2054
H: 5.010 -4.292 2.213  0.2147
H: 4.364 -5.709 3.078  0.2365
H: 3.863 -4.107 3.539  0.2068
H: -1.008 -1.785 0.462  0.5105
H: 0.618 -1.380 3.285  0.2472
H: 1.389 0.048 2.674  0.2393
H: -1.536 -0.413 3.103  0.2097
H: -0.612 1.043 3.228  0.2120
H: -1.126 0.516 1.626  0.2119
C: -1.445 1.234 -1.998  -0.3997
N: -2.808 0.778 -2.155  -0.8280
C: -2.926 -0.601 -2.598  -0.4140
P: -4.279 1.513 -1.752  2.3924
O: -4.870 0.735 -0.644  -1.0708
N: -4.156 3.092 -1.058  -0.8043
C: -2.968 3.929 -1.080  -0.4029
C: -4.879 3.279 0.200  -0.3961
N: -4.720 1.979 -3.279  -0.8092
C: -3.791 2.216 -4.368  -0.3862
C: -6.072 2.499 -3.451  -0.4089
H: -0.883 1.105 -2.932  0.1819
H: -0.929 0.677 -1.210  0.1994
H: -1.379 2.285 -1.754  0.2046
H: -3.162 -0.673 -3.669  0.1761
H: -3.708 -1.127 -2.046  0.2194
H: -1.989 -1.131 -2.423  0.2076
H: -2.117 3.484 -0.557  0.1715
H: -3.187 4.871 -0.574  0.2004
H: -2.675 4.202 -2.097  0.1949
H: -4.319 2.923 1.074  0.1758
H: -5.833 2.761 0.182  0.2212
H: -5.086 4.344 0.327  0.1824
H: -2.915 2.793 -4.066  0.1913
H: -4.304 2.781 -5.145  0.2051
H: -3.438 1.287 -4.824  0.1972
H: -6.113 3.582 -3.289  0.1869
H: -6.752 2.027 -2.740  0.2145
H: -6.448 2.274 -4.449  0.1973

**Gap between HOMO and LUMO**: 0.32567 Ha
**ΔE to the lowest compared entry with this formula, charge and spin**: 0.0000 eV
**2S+1**: 1
**HOMO energy**: -8.39 eV



Computed, not measured: a cluster of 4 separate species, C15H42BNO10S3Si in total at a distorted geometry, with ωB97M-V/def2-TZVPD.

Last column: Löwdin charge in e.
Atoms and positions in Å:
C: 1.973 0.247 1.068  -0.1074
C: 2.117 -0.985 0.140  -0.2476
C: 1.471 -2.266 0.713  -0.2384
C: 0.091 -2.619 0.108  -0.4274
C: -0.488 -3.832 0.890  -0.1130
Si: -1.124 -1.153 -0.005  0.6706
N: -0.888 -0.293 -1.546  -0.0767
B: -3.038 -1.656 0.221  -0.5004
C: -3.632 -2.470 1.452  -0.0554
O: -3.955 -1.255 -0.771  0.0329
H: 1.656 1.118 0.494  0.0329
H: 1.209 0.093 1.827  0.0432
H: 2.925 0.445 1.559  0.0699
H: 3.186 -1.185 0.039  0.0974
H: 1.758 -0.774 -0.867  0.0739
H: 2.129 -3.123 0.535  0.1052
H: 1.384 -2.170 1.798  0.1121
H: 0.273 -2.968 -0.917  0.1025
H: -1.052 -4.486 0.226  0.0769
H: 0.358 -4.422 1.259  0.0708
H: -1.065 -3.535 1.763  0.0568
H: -0.799 -0.200 1.083  0.0046
H: -0.471 0.616 -1.359  -0.0012
H: -0.181 -0.779 -2.088  -0.0222
H: -2.947 -2.451 2.297  0.0194
H: -3.842 -3.495 1.128  0.0714
H: -4.588 -1.998 1.697  0.0625
H: -3.985 -0.296 -0.857  0.0844
C: -1.065 -2.192 8.161  -0.0726
C: -2.349 -1.996 7.378  -0.2559
O: -2.409 -0.707 6.739  -0.2637
S: -1.577 -0.512 5.388  0.5718
C: -2.340 0.991 4.876  -0.1165
O: -1.936 -1.557 4.473  -0.2837
O: -0.206 -0.254 5.710  -0.2712
H: -0.203 -2.256 7.498  0.0722
H: -1.118 -3.113 8.742  0.0806
H: -0.898 -1.354 8.838  0.0843
H: -2.488 -2.784 6.636  0.1137
H: -3.206 -2.025 8.050  0.1208
H: -3.392 0.801 4.683  0.0749
H: -1.836 1.312 3.966  0.0747
H: -2.211 1.732 5.660  0.0751
C: -0.533 6.529 -0.862  -0.0724
C: -0.492 5.380 -1.850  -0.2565
O: 0.840 4.867 -2.039  -0.2622
S: 1.426 3.895 -0.912  0.5769
C: 2.793 3.278 -1.836  -0.1088
O: 0.483 2.835 -0.692  -0.2932
O: 1.910 4.683 0.180  -0.2669
H: -0.303 6.191 0.147  0.0720
H: -1.526 6.981 -0.854  0.0806
H: 0.200 7.290 -1.130  0.0846
H: -1.161 4.571 -1.550  0.1129
H: -0.812 5.719 -2.834  0.1211
H: 2.416 2.724 -2.693  0.0729
H: 3.355 2.620 -1.176  0.0765
H: 3.408 4.117 -2.149  0.0760
C: 3.593 -0.872 -7.240  -0.0719
C: 2.714 0.178 -6.588  -0.2583
O: 1.407 -0.329 -6.259  -0.2627
S: 1.272 -1.230 -4.944  0.5749
C: -0.482 -1.181 -4.809  -0.1251
O: 1.856 -0.518 -3.842  -0.2911
O: 1.693 -2.564 -5.247  -0.2703
H: 3.855 -1.661 -6.535  0.0723
H: 4.515 -0.417 -7.601  0.0807
H: 3.075 -1.338 -8.078  0.0849
H: 3.185 0.595 -5.697  0.1104
H: 2.538 1.000 -7.280  0.1209
H: -0.791 -0.156 -4.627  0.0760
H: -0.758 -1.811 -3.967  0.0656
H: -0.919 -1.568 -5.726  0.0777

**Gap between HOMO and LUMO**: 0.32675 Ha
**ΔE to the lowest compared entry with this formula, charge and spin**: 0.4896 eV
**2S+1**: 1
**HOMO energy**: -8.45 eV